2 unconnected molecules or ions with the total composition C25H51N5O2S2 in a non-equilibrium geometry, computed with the ωB97M-V functional and the def2-TZVPD basis.

Its gap between HOMO and LUMO is 5.08 eV. The total energy is -2203.4748 Eh. The calculation puts the HOMO energy at -5.937 eV. The spin multiplicity is 1. The calculation puts the LUMO energy at -0.86 eV.

Atoms and positions in Å:
C  2.7140  -3.7112  0.1518
C  3.2652  -2.6625  1.2003
C  2.1054  -1.6859  1.5954
C  2.2838  -1.1046  3.0268
C  0.9592  -0.5689  3.6399
C  0.8004  0.9969  3.5812
C  -0.3474  1.4725  2.6327
C  0.2642  2.4490  1.5900
N  -0.7119  2.8989  0.5830
C  -0.0650  3.8869  -0.3442
C  1.0231  3.2749  -1.2628
C  2.4829  3.4569  -0.7252
C  3.4325  2.6179  -1.6368
C  3.7949  1.2559  -0.9696
C  5.0439  0.6192  -1.6197
C  4.7171  -0.1252  -2.9468
C  3.6081  -1.2230  -2.7562
C  -1.7842  3.6457  1.1775
S  -1.6386  4.6342  2.4663
S  -3.4254  3.5422  0.4547
C  -3.5390  1.8199  -0.2040
C  -2.5573  1.5636  -1.3893
C  -1.5941  0.3379  -1.2795
N  -1.8293  -0.6109  -0.1862
C  -2.8722  -1.4610  -0.3529
N  -2.9750  -2.4444  0.4933
O  -2.0744  -2.5702  1.5313
C  -2.5259  -1.8995  2.5909
N  -2.6788  -1.0463  3.2917
N  -3.7642  -1.3178  -1.3917
C  -3.4491  -2.0559  -2.6253
C  -5.1858  -1.2661  -0.9861
C  -5.9466  -2.6095  -0.8967
H  3.4229  -3.7212  -0.6929
H  2.7123  -4.7173  0.5936
H  1.7159  -3.3936  -0.1769
H  3.6123  -3.1899  2.1030
H  4.1212  -2.1064  0.7822
H  2.0806  -0.8475  0.8709
H  1.1665  -2.2629  1.5597
H  3.0507  -0.3062  3.0496
H  2.6962  -1.9176  3.6550
H  0.9349  -0.8671  4.7041
H  0.0891  -1.0716  3.1767
H  0.5851  1.3218  4.6131
H  1.7775  1.4263  3.2993
H  -0.7475  0.5652  2.1435
H  -1.1328  1.9702  3.2170
H  0.7941  3.2750  2.1035
H  1.0497  1.8677  1.0688
H  0.3129  4.7408  0.2527
H  -0.8809  4.2503  -0.9982
H  0.9951  3.8408  -2.2108
H  0.8529  2.2036  -1.4749
H  2.7752  4.5192  -0.8194
H  2.5714  3.2048  0.3412
H  4.3310  3.2342  -1.8205
H  2.9872  2.4213  -2.6294
H  3.9618  1.4505  0.1053
H  2.8925  0.6184  -1.0455
H  5.7531  1.4275  -1.8818
H  5.5564  -0.0796  -0.9355
H  5.6258  -0.6711  -3.2551
H  4.4277  0.5935  -3.7305
H  2.6575  -0.8379  -3.1589
H  3.8779  -2.1348  -3.3105
H  3.5381  -1.4895  -1.6916
H  -4.5669  1.7391  -0.5915
H  -3.4456  1.1486  0.6619
H  -1.9529  2.4660  -1.5575
H  -3.1719  1.4568  -2.3024
H  -1.5699  -0.2041  -2.2359
H  -0.5726  0.7309  -1.1482
H  -1.8022  -0.1875  0.7402
H  -3.7211  -3.1683  0.4514
H  -4.0528  -2.9525  -2.8170
H  -2.3993  -2.4000  -2.5585
H  -3.4634  -1.3466  -3.4727
H  -5.2273  -0.7983  0.0184
H  -5.6956  -0.5456  -1.6515
H  -6.9912  -2.3785  -0.6177
H  -5.5758  -3.3212  -0.1377
H  -6.0071  -3.0937  -1.8845
O  -4.0389  -5.6558  1.3634
H  -3.4404  -4.9158  1.4994

Atomic partial charges in e from the Mulliken method, atoms 1 to 8: -1.16 -0.40 0.31 -0.99 0.05 -1.39 2.09 -1.34

***

A gas-phase ion, C7H9N2S (charge +1) in a non-equilibrium geometry, computed with the ωB97M-V functional and the def2-TZVPD basis.

Its gap between HOMO and LUMO (spin up / spin down) is 6.44 / 6.39 eV. The total energy is -779.4072 Eh. The total charge is +1. The calculation puts the HOMO energy (spin up / spin down) at -9.407 / -13.207 eV. The relative energy (zero: lowest compared OMol25 entry of this formula, charge and spin) is 4.1 kcal/mol. The spin multiplicity is 3. The calculation puts the LUMO energy (spin up / spin down) at -2.97 / -6.81 eV.

Atoms and positions in Å:
C  0.3438  0.7500  -1.2486
C  -0.3802  -0.3715  -1.0144
C  0.3459  0.3654  0.9556
C  1.3119  2.3858  0.5484
C  1.5385  2.2765  1.8646
C  -1.0588  -1.2947  -1.9073
C  -0.8801  -1.7910  0.9729
N  0.8016  1.2215  -0.0206
N  -0.3255  -0.6401  0.3694
S  0.8168  0.8356  2.5380
H  0.6056  1.4109  -2.1810
H  1.8112  3.0902  -0.0889
H  1.8497  3.0046  2.5068
H  -0.8036  -2.4848  -1.7992
H  -2.0956  -1.2517  -1.5938
H  -0.8076  -1.1798  -3.0573
H  -0.4837  -2.7732  0.4473
H  -0.6386  -1.7769  2.0219
H  -1.9511  -1.7769  0.6861

Atomic partial charges in e from the Mulliken method, atoms 1 to 8: -0.44 0.54 0.23 -0.26 -0.45 -1.33 -0.77 0.17

***

A molecular structure, C11H11Cl3N2O3PtS in a non-equilibrium geometry, computed with the ωB97M-V functional and the def2-TZVPD basis.

Its gap between HOMO and LUMO (spin up / spin down) is 8.21 / 6.88 eV. The total energy is -2658.9823 Eh. The calculation puts the HOMO energy (spin up / spin down) at -8.174 / -8.241 eV. The relative energy (zero: lowest compared OMol25 entry of this formula, charge and spin) is 6.6 kcal/mol. The spin multiplicity is 3. The calculation puts the LUMO energy (spin up / spin down) at 0.04 / -1.36 eV.

Atoms and positions in Å:
Pt  0.2599  -0.2633  -0.5017
C  -3.2822  1.6240  0.3183
C  -1.8580  2.1140  0.2994
C  -1.6684  3.4039  0.9750
O  -1.1049  1.0227  1.0029
C  -1.3372  2.1406  -1.2355
O  -1.7065  3.0603  -1.9259
O  -0.5182  1.2477  -1.7079
H  -3.6993  1.7622  1.2913
H  -3.4483  0.4911  0.0894
H  -3.9679  2.2172  -0.3404
H  -2.0232  3.2749  2.0256
H  -2.1966  4.2059  0.4598
H  -0.6211  3.7545  1.0428
H  -0.3946  1.5383  1.4501
S  2.6541  -0.8030  0.6203
C  1.6146  -2.1159  1.0345
C  2.0264  -3.2600  1.6933
C  1.0987  -4.1795  2.0495
C  -0.2561  -3.9499  1.7009
C  -0.6093  -2.8508  0.9601
N  0.3569  -2.0132  0.6022
H  3.0309  -3.4010  2.0753
H  1.4378  -4.9594  2.6079
H  -1.0515  -4.6877  1.9445
H  -1.6021  -2.5773  0.6460
Cl  3.1265  2.4680  -2.6788
C  3.4668  0.7795  -3.2654
Cl  4.8781  0.0910  -2.4087
Cl  3.6365  0.6967  -5.0701
C  2.3159  -0.0399  -2.9496
N  1.4421  -0.7918  -2.8050

Atomic partial charges in e from the Mulliken method, atoms 1 to 8: 0.65 -1.55 1.55 -1.73 -0.61 0.37 -0.64 -0.67

***

A molecular structure, FeH53O27 in a non-equilibrium geometry, computed with the ωB97M-V functional and the def2-TZVPD basis.

Its gap between HOMO and LUMO (spin up / spin down) is 9.58 / 7.91 eV. The total energy is -3326.5662 Eh. The total charge is +2. The calculation puts the HOMO energy (spin up / spin down) at -14.704 / -14.703 eV. The spin multiplicity is 6. The calculation puts the LUMO energy (spin up / spin down) at -5.13 / -6.80 eV.

Atoms and positions in Å:
Fe  -0.1122  0.0872  -0.2139
O  -1.2059  -1.3527  -0.7152
H  -1.5702  -2.1233  -0.2378
O  -3.7635  0.9750  -0.0422
H  -4.1911  0.1194  -0.0783
H  -4.4508  1.5748  0.2476
O  -3.7247  -0.6376  2.3838
H  -4.2597  -1.3659  2.0683
H  -4.1802  -0.3265  3.1662
O  -0.2095  4.2177  0.0685
H  0.3825  4.9572  -0.0693
H  -0.8623  4.3002  -0.6266
O  -2.2963  4.2996  -1.5305
H  -3.1995  4.5384  -1.3221
H  -2.0832  4.8195  -2.3054
O  2.9445  0.0896  -3.7292
H  3.2022  0.9845  -3.9506
H  2.9789  -0.3828  -4.5610
O  3.3330  0.4993  -0.4103
H  3.3996  -0.3869  -0.7661
H  3.9429  0.5082  0.3273
O  -0.5404  2.3218  3.1228
H  -0.8670  2.2627  4.0206
H  0.2697  2.8264  3.1948
O  -3.3517  -1.1923  -2.4949
H  -2.6877  -1.3669  -1.8280
H  -2.8574  -1.1124  -3.3107
O  -1.4631  1.4880  -1.0388
H  -2.3568  1.5797  -0.7084
H  -1.4069  2.1181  -1.7571
O  1.5874  -3.6546  0.1979
H  1.3009  -4.4667  -0.2199
H  2.4824  -3.5259  -0.1163
O  -0.8798  0.1482  -3.7936
H  -0.6448  -0.4219  -4.5257
H  -1.2575  0.9250  -4.2060
O  4.5641  2.5124  -1.6347
H  3.9442  1.8574  -1.3139
H  4.5082  3.2268  -1.0000
O  2.1561  0.2158  2.7409
H  3.1038  0.0814  2.7467
H  2.0373  1.1013  3.0846
O  0.9093  1.7330  0.4458
H  1.8481  1.8720  0.5706
H  0.5257  2.6072  0.5169
O  -1.9322  -4.4365  0.7779
H  -1.7264  -4.1993  -0.1263
H  -1.1430  -4.8745  1.0966
O  0.9571  0.3071  -1.9986
H  1.8552  0.2931  -2.3295
H  0.4155  0.1250  -2.7666
O  1.3932  -3.3669  2.9900
H  1.3485  -3.6272  2.0699
H  0.4803  -3.2386  3.2477
O  0.3015  2.9559  -3.3933
H  0.8600  3.6697  -3.0855
H  0.5456  2.8389  -4.3115
O  3.1434  3.3149  1.3699
H  4.0503  3.0146  1.3104
H  3.1354  4.1487  0.8999
O  -1.2710  -2.7478  3.4901
H  -2.0178  -2.4420  2.9753
H  -1.6628  -3.1574  4.2614
O  3.9506  -2.3985  -0.5162
H  4.3466  -2.8478  -1.2629
H  4.6801  -2.2400  0.0829
O  1.3101  -1.0379  0.6316
H  1.3932  -1.9891  0.5643
H  1.6908  -0.8234  1.4833
O  -1.2757  0.2836  1.4862
H  -1.2394  0.8017  2.2903
H  -2.1831  -0.0168  1.4350
O  -1.0815  -4.0251  -1.8618
H  -1.3804  -3.8341  -2.7509
H  -1.0706  -3.1738  -1.4243
O  0.4347  -0.6984  5.0810
H  0.5579  0.1505  5.5058
H  0.9215  -0.6286  4.2597
O  -5.1499  -1.2282  -0.5622
H  -4.5130  -1.3646  -1.2636
H  -5.1231  -2.0383  -0.0529

Atomic partial charges in e from the Mulliken method, atoms 1 to 8: 0.66 0.24 -0.06 -0.55 0.25 0.20 -0.51 0.23

***

> Number 3 is which compound?

C11H11Cl3N2O3PtS